The molecule C2H4N4 in a non-equilibrium geometry, computed with the ωB97M-V functional and the def2-TZVPD basis.

Atoms and positions in Å:
N (0.7341, -1.5409, 0.9655)
N (0.2746, -0.4778, 0.2018)
C (-0.8230, -0.5908, -0.5158)
C (-1.0117, 0.7705, -0.9487)
N (-0.0942, 1.5264, -0.3324)
N (0.7378, 0.7916, 0.3521)
H (1.7436, -1.5613, 0.8626)
H (0.6450, -1.2980, 1.9178)
H (-1.2116, -1.5355, -0.7435)
H (-1.7343, 1.2214, -1.5579)

Results
Relative energy (zero: lowest compared OMol25 entry of this formula, charge and spin) in eV: 2.2545
SMILES string: Nn1ccnn1
Frontier orbital gap in eV: 10.62
HOMO level in eV: -9.6
M in g mol⁻¹: 84.082

=====

C22H21Br2MnN6OS2 as an isolated structure in a non-equilibrium geometry, computed with the ωB97M-V functional and the def2-TZVPD basis.

Atoms and positions in Å:
Mn (-0.1537, -0.0522, -0.1516)
Br (1.4147, -4.5405, -1.4055)
C (-0.3203, -4.0582, -0.8557)
C (-1.3119, -5.0088, -0.6312)
C (-2.5665, -4.6471, -0.1805)
Br (-3.8311, -5.9982, 0.2241)
C (-2.9191, -3.2784, -0.0082)
C (-4.1777, -2.7847, 0.3777)
C (-4.3601, -1.4251, 0.4861)
C (-3.2920, -0.5528, 0.2612)
N (-2.0843, -0.9789, -0.0868)
C (-1.9086, -2.3190, -0.2493)
C (-0.5777, -2.6971, -0.6183)
O (0.3021, -1.7618, -0.6721)
H (-1.0858, -6.0514, -0.7916)
H (-4.9914, -3.4639, 0.5750)
H (-5.3260, -1.0237, 0.7469)
H (-3.4290, 0.5156, 0.3797)
C (4.7664, 1.7136, -0.7569)
N (4.2306, 1.2607, 0.4944)
C (4.8785, 1.2807, 1.6949)
C (4.0419, 0.7705, 2.6193)
N (2.8547, 0.4254, 1.9889)
C (2.9948, 0.7493, 0.6625)
S (1.9713, 0.6692, -0.6889)
C (1.7683, -0.1443, 2.6710)
C (1.8936, -0.4617, 4.0286)
C (0.8166, -0.9794, 4.7180)
C (-0.3599, -1.2157, 4.0220)
C (-0.3937, -0.9132, 2.6786)
N (0.6288, -0.3651, 2.0045)
H (5.8006, 2.0179, -0.6171)
H (4.1898, 2.5588, -1.1338)
H (4.7183, 0.9180, -1.5006)
H (5.8747, 1.6552, 1.8088)
H (4.2100, 0.6445, 3.6656)
H (2.8136, -0.3159, 4.5638)
H (0.8935, -1.2010, 5.7720)
H (-1.2293, -1.6258, 4.5063)
H (-1.2905, -1.1228, 2.1074)
C (-2.8796, 2.1270, -2.6728)
N (-1.5525, 2.6721, -2.7011)
C (-1.0155, 3.3219, -3.8906)
C (0.4356, 3.6498, -3.4912)
N (0.4664, 3.2558, -2.0919)
C (-0.6707, 2.6746, -1.7176)
S (-1.0013, 2.1364, -0.1156)
H (-3.1036, 1.6726, -3.6373)
H (-3.6219, 2.9029, -2.4712)
H (-2.9395, 1.3667, -1.8939)
H (-1.5990, 4.2187, -4.1201)
H (-1.0728, 2.6450, -4.7467)
H (0.6676, 4.7112, -3.5959)
H (1.1662, 3.0727, -4.0673)
H (1.2667, 3.3800, -1.4961)

Results
Multiplicity: 5
Expectation value of S²: 6.105
Net charge: +2
Frontier orbital gap (spin up / spin down) in eV: 5.24 / 6.62
HOMO level (spin up / spin down) in eV: -12.8 / -12.9
M in g mol⁻¹: 664.331

=====

The molecule C4HIS in a non-equilibrium geometry, computed with the ωB97M-V functional and the def2-TZVPD basis.

Atoms and positions in Å:
I (1.9758, -0.1978, 2.5896)
C (0.6636, -0.9533, 1.1760)
C (0.0107, -0.3851, 0.1459)
S (-0.9487, -1.6119, -0.7135)
C (-0.5856, -3.0728, 0.2299)
C (0.1657, -2.3719, 0.9912)
H (-0.0072, 0.6215, -0.2116)

Results
Relative energy (zero: lowest compared OMol25 entry of this formula, charge and spin) in eV: 0.0000
SMILES string: IC1=CS2#CC=21
Frontier orbital gap in eV: 8.33
HOMO level in eV: -9.4
M in g mol⁻¹: 208.023